{"formula": "C43H88F20N21O41S20", "method": "ωB97M-V/def2-TZVPD", "homo_ev": -3.26, "gap_ev": 6.0, "energy_ev": -432289.15413, "total_charge": -3, "e_lumo_ev": 2.738, "symbols": ["S", "S", "S", "S", "S", "S", "S", "S", "S", "S", "S", "S", "S", "S", "S", "S", "S", "S", "S", "S", "F", "F", "F", "F", "F", "F", "F", "F", "F", "F", "F", "F", "F", "F", "F", "F", "F", "F", "F", "F", "O", "O", "O", "O", "O", "O", "O", "O", "O", "O", "O", "O", "O", "O", "O", "O", "O", "O", "O", "O", "O", "O", "O", "O", "O", "O", "O", "O", "O", "O", "O", "O", "O", "O", "O", "O", "O", "O", "O", "O", "O", "N", "N", "N", "N", "N", "N", "N", "N", "N", "N", "N", "N", "N", "N", "N", "N", "N", "N", "N", "N", "N", "C", "C", "C", "C", "C", "C", "C", "C", "C", "C", "C", "C", "C", "C", "C", "C", "C", "C", "C", "C", "C", "C", "C", "C", "C", "C", "C", "C", "C", "C", "C", "C", "C", "C", "C", "C", "C", "C", "C", "C", "C", "C", "C", "H", "H", "H", "H", "H", "H", "H", "H", "H", "H", "H", "H", "H", "H", "H", "H", "H", "H", "H", "H", "H", "H", "H", "H", "H", "H", "H", "H", "H", "H", "H", "H", "H", "H", "H", "H", "H", "H", "H", "H", "H", "H", "H", "H", "H", "H", "H", "H", "H", "H", "H", "H", "H", "H", "H", "H", "H", "H", "H", "H", "H", "H", "H", "H", "H", "H", "H", "H", "H", "H", "H", "H", "H", "H", "H", "H", "H", "H", "H", "H", "H", "H", "H", "H", "H", "H", "H", "H"], "positions_angstrom": [[4.2932, 3.0332, 7.5111], [3.9773, 0.7523, 7.7399], [1.6819, 5.5930, 3.4102], [5.7658, 12.7773, -1.5656], [0.1710, 6.7956, 4.7245], [10.4107, 9.8785, 4.1795], [8.9941, 6.3985, 12.1534], [8.9899, 1.1560, 4.2826], [1.3532, 6.2601, -1.9039], [6.8652, 3.6084, -0.5146], [4.6112, 2.7503, -0.5176], [7.8632, 6.8363, 10.1336], [10.5739, 8.7710, -0.9656], [4.8379, 10.6061, -0.9581], [10.5558, 8.9933, 6.3101], [11.9887, 4.7997, 9.4008], [9.4912, 6.8882, -1.8964], [7.0738, -0.1302, 4.8192], [13.0755, 4.2480, 7.3675], [-0.8193, 6.0944, -2.5003], [11.6439, 9.8039, -1.6468], [6.8489, -1.5974, 5.4688], [10.2086, 0.8029, 3.4019], [12.1830, 4.4990, 10.9334], [-0.7464, 8.0403, 4.4839], [4.0466, 1.2503, -0.2111], [2.2662, 5.5655, 1.8559], [3.0576, -0.1863, 8.6791], [14.1221, 3.1846, 6.7950], [11.4215, 9.9791, 2.9454], [8.2559, 2.8607, -0.9253], [5.2906, 9.0955, -1.2357], [2.3788, 7.0898, -0.9742], [8.5455, 6.2017, -3.0962], [6.7326, 7.7470, 9.4258], [3.6605, 4.4771, 7.8599], [-2.1920, 6.0742, -1.5727], [8.2945, 6.1744, 13.5722], [11.1253, 7.6207, 6.9278], [6.1974, 13.4102, -2.9600], [13.8422, 5.4217, 6.9794], [11.4734, 7.9047, -0.2013], [8.6590, 6.7507, -0.7232], [1.7871, 6.6022, -3.2725], [1.7420, 4.9324, -1.3993], [6.5846, 0.7807, 5.9120], [6.8721, 13.2676, -0.7860], [9.7623, 1.8114, 5.3130], [7.3153, 4.0624, 0.7744], [3.3785, 10.3594, -1.0980], [5.2824, 10.8467, 0.4095], [9.7382, 9.7161, -0.1940], [-1.2122, 6.9790, -3.5905], [9.1748, 5.0005, 11.7695], [3.7139, 0.2110, 6.4573], [10.6038, 5.8864, -2.0155], [6.2912, -0.2590, 3.5639], [5.1942, 0.4649, 8.5096], [9.2255, 9.3592, 3.4328], [3.8762, 3.1658, -1.7177], [10.3621, 11.2582, 4.6995], [8.1624, 1.9277, 3.3008], [1.2502, 4.2381, 3.7140], [11.7608, 3.9565, 6.7183], [7.2647, 5.5259, 9.8511], [2.8481, 6.0243, 4.1751], [4.4567, 13.3971, -1.4522], [11.1657, 9.9677, 7.2398], [-0.6092, 4.6510, -2.8015], [10.1730, 7.2431, 12.4683], [9.1031, 8.7533, 6.5036], [6.7067, 4.5740, -1.5466], [4.3414, 3.1574, 6.0576], [4.4125, 3.6237, 0.6913], [9.0011, 7.2761, 9.3632], [-0.5101, 10.0999, 0.2366], [1.0712, 7.3457, 5.7885], [5.5813, 3.1754, 8.1746], [12.3872, 6.2440, 9.4561], [-0.8161, 5.8204, 5.1555], [10.5907, 4.5419, 9.1225], [8.5574, -0.3918, 4.6604], [5.9891, 2.1333, -0.7391], [9.1171, -0.3353, 8.9967], [5.6426, 11.2073, 5.2931], [5.7480, 11.1404, -2.0430], [0.6892, 6.6253, 3.1433], [3.9535, 3.7517, 12.2750], [3.2021, 2.2629, 8.1278], [-0.3016, 7.8579, 1.0814], [11.2727, 8.7011, 4.9796], [7.6459, 7.2776, 11.4907], [12.0976, 6.0664, 2.4945], [-1.6803, 3.5190, 1.5408], [11.0473, 4.1873, 1.9176], [5.0536, 9.2476, 6.1467], [6.8613, 6.1747, 3.0222], [7.8350, 5.2362, 4.9213], [0.1643, 6.8111, -1.2634], [10.0064, 8.1916, -2.4357], [13.1445, 3.7447, 8.9912], [-3.7840, 2.9135, 1.9558], [7.8259, -3.6937, 7.4031], [3.2633, 7.4587, 10.7619], [11.1619, 4.2793, 3.3470], [3.7339, 3.9124, 13.7703], [10.5126, 3.0619, 1.1760], [5.1587, 12.8543, 3.5266], [5.2388, 2.8845, 12.3715], [8.7503, 6.1772, 4.4192], [8.8147, -0.4592, 10.5260], [3.0396, 6.0912, 11.3542], [6.6689, 10.3506, 5.0928], [10.6313, -0.4590, 8.7927], [11.6381, 5.3371, 1.3936], [5.7052, 12.6313, 4.9290], [4.2077, 8.2942, 6.7803], [4.0642, 2.6309, 14.4802], [-2.0864, 4.0082, 2.7894], [8.1138, 6.7800, 3.2733], [12.8892, 7.3108, 2.4715], [1.5755, 9.6130, 1.2969], [-1.8108, 8.0294, 1.5663], [2.6817, 3.0204, 11.7224], [8.1013, 4.3795, 6.1270], [0.2213, 9.2755, 0.7847], [6.6757, 5.2987, 4.1155], [5.1854, 1.9549, 13.5741], [0.5337, 2.5665, 1.2038], [-0.4036, 3.7908, 0.8371], [11.6196, 1.9076, 1.2011], [8.2832, 1.8248, 10.0397], [-3.3230, 3.5659, 3.0031], [7.7405, 0.5886, 10.8247], [8.6715, 1.1181, 8.6888], [6.2937, 9.1392, 5.6763], [8.5885, -2.8897, 8.4408], [11.7439, 5.4861, 3.6803], [5.8401, 6.5492, 1.9924], [8.3963, -1.4515, 8.1894], [4.6637, 10.5618, 6.0581], [-2.7654, 2.8224, 1.0082], [-5.0960, 2.2179, 1.9293], [4.2699, 5.0958, 11.4100], [5.3886, 7.9153, 2.2351], [8.2345, 7.5483, 2.5239], [9.6401, -3.1739, 8.4016], [3.8337, 10.9813, 6.6072], [6.1504, 1.8089, 14.0594], [2.7887, 4.2443, 14.1999], [5.0536, 13.1943, 5.5972], [9.1887, 2.1748, 10.5353], [10.0661, 3.2877, 0.2077], [7.7967, -4.7800, 7.4878], [4.9520, 0.9238, 13.3086], [5.3062, 2.3667, 11.4148], [1.9562, 3.7278, 12.1239], [4.6122, 13.7823, 3.3581], [7.7621, 4.8226, 7.0634], [3.7930, 8.7558, 7.6765], [-2.1536, 7.1484, 2.1090], [2.2470, 5.6539, 10.7470], [1.2895, 9.4562, 2.3370], [6.7285, 12.9877, 5.0467], [-5.8624, 2.8429, 1.4709], [3.4504, 7.9119, 6.0958], [-3.9312, 3.6147, 3.8943], [-0.1099, 4.8072, 1.0990], [4.5474, 4.8701, 10.3803], [6.8173, 8.2006, 5.7824], [-1.4349, 4.6880, 3.3184], [12.3778, 1.9272, 1.9839], [10.7951, -0.2660, 7.7325], [5.8232, 12.8849, 2.6631], [5.1175, 5.7333, 2.0063], [8.6623, -1.2657, 7.1488], [6.7526, 0.2280, 10.5382], [-2.0211, 8.9097, 2.1736], [7.6883, 0.7141, 11.9062], [-2.3319, 8.2804, 0.6424], [0.1802, 1.6632, 0.7066], [13.7978, 7.2261, 1.8754], [7.3518, -1.1410, 8.2146], [4.7544, 7.3929, 7.0573], [2.8350, 3.0770, 10.6447], [5.9399, 4.5224, 4.2644], [8.1857, -3.0563, 9.4399], [-5.4186, 1.8199, 2.8914], [11.5919, 5.6654, 0.3657], [0.5745, 2.3381, 2.2689], [2.8270, 1.9759, 11.9984], [7.6770, 3.3761, 6.0912], [11.2426, 0.9143, 0.9575], [8.4527, -1.4606, 10.7587], [4.3798, 12.1039, 3.3912], [7.5864, 10.5450, 4.5573], [9.3887, 1.6495, 8.0633], [9.6841, -0.0768, 11.0608], [12.2115, 8.0648, 2.0711], [-4.9715, 1.3485, 1.2837], [4.8637, 8.1143, 3.1695], [12.2747, 2.0291, 0.3385], [8.3074, -3.6485, 6.4263], [-2.7688, 2.3897, 0.0186], [1.5856, 2.8131, 1.0597], [6.1754, 8.6608, 2.1202], [1.8863, 10.6316, 1.0647], [9.6282, 6.4235, 4.9980], [7.7706, 1.0827, 8.0762], [6.7537, -3.5314, 7.2928], [6.1066, 3.5398, 12.4471], [12.1193, 5.9288, 4.5911], [9.1779, 4.3162, 6.2852], [-0.2414, 7.3802, 0.1936], [6.3037, 6.6358, 1.0097], [2.6147, 6.0210, 12.3556], [11.1162, 0.3327, 9.3638], [7.5308, 2.6112, 9.9796], [10.9845, -1.4588, 9.0450], [5.0854, 5.6037, 11.9249], [3.6112, 7.4167, 9.7298], [2.3099, 8.8424, 1.0629], [4.4986, 4.5910, 14.1482], [-0.5853, 3.7069, -0.2344], [10.7423, 3.5262, 3.9975], [3.9865, 8.0329, 11.3411], [9.6163, 2.9204, 1.7799], [2.2398, 7.8097, 10.8936], [13.2059, 7.6642, 3.4528], [4.6002, 8.2370, 1.5545], [0.2926, 7.4091, 1.7637], [4.2787, 2.8099, 15.5338], [3.1458, 2.0439, 14.4670]], "atomic_forces_ev_per_a": [[5.4848, 9.2656, -4.5275], [-0.6026, -3.7472, 3.4679], [11.1224, -7.6601, -1.2317], [0.8368, 2.1850, -2.3877], [-1.2622, 2.6532, 4.9030], [-0.9620, 0.9955, -5.8142], [2.3485, 0.4676, 2.7645], [2.1946, 2.4227, -2.6169], [14.9113, -4.5474, -0.5561], [4.4007, -1.6181, -0.8139], [-5.4099, 0.7006, 0.1393], [-1.7983, -2.4053, -11.8116], [1.4912, 4.5876, 1.4958], [-3.5458, -6.6876, 3.3751], [-0.1319, -2.5703, 10.0571], [-0.9754, 4.9819, 4.1503], [-0.1559, -10.9380, -1.3872], [-8.4840, -1.5914, 0.0441], [0.8227, -1.0049, -2.6208], [-4.4246, -1.0939, -1.6973], [-0.6660, -0.7613, 0.1096], [-0.4898, -0.1019, 0.4376], [0.9855, -1.2329, -1.4941], [-0.4528, -0.9908, 1.1300], [-0.3588, 0.8042, -0.9348], [-1.2816, 0.6825, 0.4649], [-1.1162, -0.1836, 1.6477], [-1.2108, 0.4651, -0.0318], [-0.5516, -1.0549, 0.2004], [0.1653, 0.3330, 0.5640], [-0.2543, -0.1422, -0.4768], [0.2191, -0.0696, 0.2969], [-0.3138, 0.8778, -0.2836], [0.6887, 2.1760, 1.0075], [-0.7862, 0.7168, 0.2402], [-0.5323, 0.4436, 0.6066], [0.9014, -0.0161, -0.1859], [-0.2769, 0.4166, 0.4654], [-0.1930, 0.0641, 0.0403], [0.1345, -0.6470, -0.8100], [-1.7143, -0.6885, 0.8575], [-1.5168, 0.7501, -1.1865], [0.6248, 1.3366, -0.7451], [-2.3698, -0.3341, 2.4312], [-1.7986, 1.7399, -1.3992], [1.9245, -1.8388, -2.8457], [-1.0616, -1.2667, 0.4672], [-1.8489, 0.0148, 0.6638], [-1.5366, -0.3729, 0.1437], [2.2601, 1.9517, -0.1787], [-0.5733, 0.7003, -0.8703], [1.2768, -2.7007, -2.0326], [1.0123, -1.2877, 2.1032], [-0.2734, 2.4682, 0.0229], [0.3132, 0.8451, 0.0317], [-1.8811, 1.6180, 0.9657], [1.6911, 0.8618, 3.1361], [-0.9184, 1.2446, -1.8085], [2.1992, 1.3670, 2.6800], [1.1746, -0.8405, 2.1209], [-0.0688, -2.9186, -0.3836], [1.3848, -2.0160, 3.5076], [-0.5497, 1.8494, -0.7515], [3.3620, 0.7299, 1.2637], [0.9773, 0.7899, 0.2739], [-1.8100, -0.2397, -1.0214], [0.7934, -1.1847, 0.9348], [-1.3410, -1.0808, -2.6303], [-0.5499, 3.7339, 1.0949], [-3.2368, -1.9747, -1.1049], [2.1838, 1.2235, -1.7477], [-1.0110, -0.1530, 0.1868], [-0.0846, -1.2488, 1.7121], [0.3702, -2.3098, -2.5864], [-0.2742, -0.9398, 1.5984], [1.1510, -2.9135, 1.5302], [-1.9118, -1.8420, -3.4829], [-1.1276, -0.9659, 0.0066], [-0.7213, -3.5475, -1.3916], [1.3774, 0.3724, -1.0279], [1.6058, -0.6140, 0.0403], [2.7409, 3.1979, -0.4810], [3.5184, 3.7651, 0.9353], [1.0375, -0.7165, 1.6640], [-1.1166, -0.4504, 2.1578], [0.6891, 5.1899, -0.5157], [-5.2416, 4.0527, 2.8857], [0.3452, 0.0588, 0.6770], [-1.3206, -6.3189, 1.1933], [-2.5101, 3.7979, 1.3026], [-1.9137, 3.0780, -2.7242], [2.6441, 0.2358, 7.8769], [-0.1450, -0.3175, -1.7302], [-3.8670, -0.5323, -0.5845], [2.3669, 4.2299, 0.9018], [-0.7678, 3.6394, 0.5505], [1.5289, -2.1500, 4.8102], [-1.6027, 1.3415, -2.1804], [-7.9118, 0.6995, -1.8007], [0.4400, 3.9183, 2.0348], [-1.3787, 1.8550, -3.7769], [0.3646, -2.3518, -2.9641], [-0.2938, -1.2065, -1.0445], [0.1275, -0.2833, 1.0343], [-0.4214, 0.4128, -1.1450], [1.1479, 1.4502, 1.0487], [0.2258, -1.3216, 1.5346], [-0.8396, 0.0801, -0.8629], [0.0895, -0.0766, -1.5335], [-2.9381, 0.7908, -1.9747], [-0.9004, 0.7373, -0.7701], [0.6009, -3.0221, 0.1966], [-0.2638, -2.0084, 0.5989], [-1.0499, 0.4897, -0.5336], [-0.4833, -0.9884, 3.6737], [-0.4483, 0.5867, -0.3932], [-0.3506, -1.5670, 0.5117], [-0.0016, -1.5875, -1.0856], [2.3102, 0.2314, -1.6361], [-0.7829, -1.5787, 0.5863], [-0.6525, 0.6034, -0.6820], [-0.8616, -1.1514, 0.2965], [1.1688, -0.0111, -1.1652], [3.1816, 1.3769, -0.3121], [0.1303, 0.4553, 0.2772], [-1.0276, 2.9558, -2.2752], [2.5989, -0.0194, -0.6171], [-1.1078, 0.0556, 0.8275], [0.1717, 1.2541, 0.7261], [0.5370, -2.1639, 0.3266], [-0.3796, 0.7094, -1.7877], [0.0880, -2.0581, -0.0509], [-0.9043, 0.9497, 2.5972], [0.4581, 0.0008, -0.2036], [-1.2810, 0.8029, -0.2544], [1.3298, -0.1566, -1.3297], [-0.1337, -0.7624, 1.2628], [0.3835, -1.9322, -1.5221], [1.1577, -0.9954, 0.0642], [-0.5007, 3.0523, -1.6078], [1.9079, -0.4337, -1.8723], [1.1470, 1.9331, 2.4733], [0.6114, -0.3332, -1.1111], [-1.3581, 0.6495, 0.7685], [-1.8148, 2.2602, 0.6674], [1.3445, 0.1374, 0.5223], [0.0435, -0.0449, 0.1721], [0.0276, 0.0988, -0.5176], [0.0583, 0.7510, 0.0510], [-0.3483, 0.4078, -1.1396], [0.1758, -0.2243, 0.3511], [-0.1169, 0.3608, 0.0457], [0.8307, 0.4236, -0.1109], [0.6156, -0.2428, 1.1069], [-0.5722, 0.1161, -0.1792], [0.1380, -0.0199, -0.0577], [-0.8160, -1.1452, -0.3082], [0.0464, 0.3753, 0.7845], [-0.4642, 0.4474, -0.2629], [-0.1905, -0.2074, -0.1148], [0.1932, -0.1027, -0.4626], [0.0931, -0.4034, -0.2479], [0.7828, 0.3716, 0.8928], [-0.0543, -0.2214, 0.1151], [0.0913, 0.1437, 0.2688], [-0.2193, 0.3980, 0.0009], [0.1283, 0.3484, -0.0647], [0.3869, -0.3866, 0.0561], [0.3518, -0.8232, 0.2268], [0.2321, 0.1732, -0.2986], [-0.0125, -0.3980, 0.4241], [-0.8552, -0.0359, 0.7046], [0.1107, -0.0430, 0.0109], [0.4364, -0.8019, 0.3356], [-0.1349, 0.2841, -0.1431], [0.2302, 0.3852, -0.0530], [-0.0529, 0.2757, -0.5254], [1.0298, -0.0555, 0.2562], [0.1968, 0.2609, 0.1503], [-0.1866, -0.7142, 0.0390], [0.2838, 0.1998, -0.3892], [-0.3078, -0.2359, -0.2500], [-0.1933, -0.2218, 0.2369], [0.3520, 0.2461, 0.1895], [-0.6019, -0.0171, -0.1367], [-0.4506, 0.2872, -0.2963], [0.2022, -0.6856, 0.1794], [0.3683, 0.4906, 0.1297], [0.1966, -0.0061, -0.1493], [-0.6247, 0.2929, 0.1997], [-0.9558, 0.1726, 0.4554], [-0.1227, 0.2174, -0.6349], [-0.4244, 0.0162, 0.8039], [0.6936, -0.0265, 0.0487], [0.1732, -0.2074, -0.4666], [-0.1157, 0.2336, -0.0247], [0.4154, -0.2420, 0.3083], [0.2851, -0.8173, -0.0916], [0.5183, 0.0959, -0.2064], [-0.0497, 0.0291, -0.0266], [0.3469, -0.3791, 0.6625], [-0.0282, 0.6365, -0.4626], [-0.2043, 0.7869, -0.1523], [-0.2280, -0.0471, 0.1965], [-0.0446, -0.1053, -0.9247], [0.1229, -0.0986, 0.0005], [-0.0936, -0.3676, -0.1135], [-0.0529, 0.0595, -0.3577], [-0.1316, -0.4023, -0.0479], [0.1480, 0.9774, 0.0312], [-0.2698, 0.3766, -0.1561], [-0.3816, -0.2897, 0.2064], [0.0610, -0.0878, -0.5112], [-0.1598, -0.8557, -1.2035], [0.4115, -0.9480, 0.0338], [-0.0385, 0.9990, 0.3425], [0.0051, -0.1824, 0.0407], [0.3429, 0.1038, -0.6019], [-0.1563, 0.1562, 0.2114], [0.2078, -0.3424, -0.0045], [-0.2929, -0.0567, 0.0510], [0.1314, 0.1472, -0.1879], [-0.0437, 0.6000, -0.5198], [-0.0733, 0.4467, 0.0196], [0.0909, -0.0419, -0.1126], [-0.1384, 0.2008, -0.0374], [-0.0342, -1.2582, -0.1361], [0.2647, 1.0971, -0.6077], [-0.4029, -0.6409, 0.2272], [0.2604, -0.3008, -0.7137], [0.2283, -0.3023, 0.6031], [0.3832, 0.0382, -0.1910], [0.1564, -0.5253, 0.0685]], "lowdin_charge": [0.343, 0.586, 0.435, 0.558, 0.614, 0.586, 0.628, 0.537, 0.411, 0.569, 0.482, 0.333, 0.619, 0.443, 0.471, 0.460, 0.474, 0.502, 0.554, 0.661, -0.230, -0.236, -0.177, -0.217, -0.181, -0.248, -0.185, -0.238, -0.225, -0.198, -0.241, -0.203, -0.191, -0.226, -0.236, -0.231, -0.257, -0.236, -0.211, -0.217, -0.304, -0.327, -0.290, -0.239, -0.291, -0.328, -0.288, -0.302, -0.289, -0.336, -0.331, -0.285, -0.272, -0.304, -0.223, -0.373, -0.282, -0.321, -0.325, -0.311, -0.293, -0.274, -0.251, -0.333, -0.341, -0.270, -0.319, -0.294, -0.290, -0.282, -0.309, -0.255, -0.269, -0.342, -0.248, 0.113, -0.280, -0.308, -0.307, -0.287, -0.305, -0.270, -0.261, -0.188, -0.044, -0.249, -0.300, -0.191, -0.247, 0.104, -0.239, -0.266, -0.068, -0.013, -0.029, -0.091, -0.003, -0.044, -0.273, -0.265, -0.274, -0.100, -0.102, -0.074, 0.018, -0.174, -0.131, -0.062, -0.093, -0.004, -0.088, -0.248, 0.029, 0.033, 0.086, -0.157, 0.008, -0.153, 0.016, 0.015, -0.009, 0.037, 0.037, 0.079, 0.030, -0.362, 0.057, -0.125, -0.022, -0.117, -0.056, -0.084, -0.081, -0.172, -0.046, 0.000, -0.236, -0.038, -0.155, -0.141, 0.025, 0.068, 0.013, -0.022, -0.083, 0.111, 0.111, 0.147, 0.111, 0.129, 0.115, 0.112, 0.111, 0.066, 0.104, 0.130, 0.097, 0.071, 0.087, 0.095, 0.074, 0.101, 0.095, 0.131, 0.094, 0.078, 0.143, 0.097, 0.115, 0.132, 0.096, 0.069, 0.109, 0.085, 0.112, 0.111, 0.095, 0.086, 0.101, 0.087, 0.078, 0.097, 0.129, 0.111, 0.085, 0.145, 0.099, 0.096, 0.125, 0.064, 0.108, 0.072, 0.065, 0.114, 0.076, 0.116, 0.128, 0.126, 0.060, 0.092, 0.065, 0.055, 0.083, 0.161, 0.078, 0.087, 0.106, 0.096, 0.100, 0.083, 0.140, 0.120, 0.076, 0.038, 0.129, 0.093, 0.109, 0.102, 0.092, 0.119, 0.071, 0.088, 0.137, 0.104, 0.098, 0.085, 0.085, 0.078, 0.086, 0.067, 0.036, 0.116, 0.100]}